Molecular formula: C18H29N2O2P2SeYb
Method: DFT, ωB97M-V/def2-TZVPD

Output
Expectation value of S²: 0.76
HOMO level (spin up / spin down), eV: -6.394 / -6.399
ΔE to the lowest compared entry with this formula, charge and spin, kcal per mole: 66.5
Energy, Eh: -5205.87674
Frontier orbital gap (spin up / spin down), hartree: 0.2206 / 0.2110
Max |F|, eV/A: 4.07

```
! wB97M-V def2-TZVPD RIJCOSX def2/J DEFGRID3
* xyz 0 2
C 0.013 -4.138 -0.059
C 0.180 -2.820 0.471
N -0.633 -1.785 0.020
C -1.661 -2.075 -0.796
C -1.863 -3.359 -1.320
C -1.012 -4.396 -0.944
C 1.143 -2.595 1.492
P 1.312 -1.132 2.477
Yb -0.134 0.510 0.547
P -2.245 0.411 -2.100
C -2.704 -0.972 -1.044
C 0.143 2.801 -0.242
C 0.339 3.087 1.094
C 1.021 4.286 1.427
C 1.452 5.135 0.400
C 1.222 4.816 -0.950
C 0.555 3.606 -1.274
O 4.635 -3.398 -2.553
O 2.753 1.004 0.521
H 0.702 -4.895 0.324
H -2.719 -3.498 -1.985
H -1.177 -5.399 -1.353
C 0.907 -1.671 4.192
C 3.139 -1.013 2.650
H -3.551 -1.450 -1.569
H -3.057 -0.587 -0.065
H 5.197 -3.453 -1.787
H 1.823 -3.433 1.681
C -3.232 1.854 -1.797
C -2.095 -0.049 -3.800
H -0.050 2.466 1.916
H 1.172 4.562 2.473
H 1.931 6.081 0.656
H 1.525 5.504 -1.742
H 0.374 3.360 -2.327
H -0.981 1.365 -1.286
H 3.111 1.897 0.351
H 2.602 0.621 -0.355
H 3.761 -3.398 -2.117
H -0.625 0.850 -1.843
H 1.719 -2.275 4.618
H 0.761 -0.779 4.817
H -0.026 -2.247 4.174
H 3.503 -1.724 3.402
H 3.607 -1.198 1.677
H 3.370 0.013 2.964
H -3.094 -0.080 -4.259
H -1.491 0.708 -4.325
H -1.621 -1.036 -3.926
H -3.935 1.943 -2.628
H -3.752 1.774 -0.835
H -2.586 2.740 -1.782
Se -4.634 1.427 2.902
C -3.076 1.126 2.166
N -2.020 0.908 1.651
*
```

Mulliken population analysis, charges in e, atoms 1 to 2: atom 1 (C): -1.104, atom 2 (C): 1.309

***

Molecular formula: C5H6O
Method: DFT, ωB97M-V/def2-TZVPD

Output
SMILES string: C=C=CCC=O
HOMO level, eV: -8.631
ΔE to the lowest compared entry with this formula, charge and spin, kcal per mole: 91.9
Energy, Eh: -269.19976
Frontier orbital gap, hartree: 0.3483
Max |F|, eV/A: 3.49

```
! wB97M-V def2-TZVPD RIJCOSX def2/J DEFGRID3
* xyz 0 1
O 1.249 -1.251 1.969
C 1.373 -0.078 1.710
C 0.524 0.657 0.717
C -0.488 -0.234 0.087
C -1.021 0.165 -1.029
C -1.157 0.361 -2.300
H 2.138 0.541 2.217
H 1.170 1.141 -0.031
H 0.015 1.481 1.239
H -0.734 -0.752 -2.154
H -0.727 -1.190 0.527
H -1.930 1.034 -2.720
*
```

Mulliken population analysis, charges in e, atoms 1 to 2: atom 1 (O): -0.475, atom 2 (C): 0.037

***

Molecular formula: C6H10N
Method: DFT, ωB97M-V/def2-TZVPD

Output
HOMO level, eV: -14.425
ΔE to the lowest compared entry with this formula, charge and spin, kcal per mole: 55.8
Energy, Eh: -288.99402
Frontier orbital gap, hartree: 0.4048
Max |F|, eV/A: 4.33

```
! wB97M-V def2-TZVPD RIJCOSX def2/J DEFGRID3
* xyz 1 1
C 1.039 -0.236 0.136
C 0.597 0.521 1.180
C 0.939 -0.524 -1.279
C -0.723 -0.527 -1.352
C 0.255 -0.850 1.147
C 0.582 1.827 1.735
N -1.290 -1.063 -0.194
H 1.084 0.258 -2.030
H 1.210 -1.503 -1.667
H -1.006 0.599 -1.374
H -1.084 -1.106 -2.139
H 0.189 -1.830 1.637
H 0.962 1.869 2.756
H -0.468 1.971 2.023
H 0.924 2.697 1.169
H -1.962 -0.431 0.330
H -1.701 -2.022 -0.267
*
```

Mulliken population analysis, charges in e, atoms 1 to 2: atom 1 (C): 0.124, atom 2 (C): 0.516

***

Molecular formula: C5H16NO2
Method: DFT, ωB97M-V/def2-TZVPD

Output
HOMO level, eV: -13.393
ΔE to the lowest compared entry with this formula, charge and spin, kcal per mole: 33.9
Energy, Eh: -405.06607
Frontier orbital gap, hartree: 0.3805
Max |F|, eV/A: 2.42

```
! wB97M-V def2-TZVPD RIJCOSX def2/J DEFGRID3
* xyz 1 1
C 2.280 1.215 0.034
C 0.913 0.510 -0.093
C 0.014 0.994 -1.226
C -1.017 0.013 -1.797
C -1.903 0.344 -2.715
N 0.155 0.737 1.215
H 3.052 0.611 -0.474
H 2.164 2.191 -0.447
H 2.708 1.283 1.047
H 1.147 -0.580 -0.056
H 0.684 1.373 -1.976
H -0.460 1.959 -0.962
H -0.920 -0.866 -1.179
H -2.436 -0.424 -3.279
H -1.975 1.381 -3.016
H 0.674 0.424 2.040
H -0.809 0.255 1.243
H 0.004 1.752 1.260
H -0.251 -2.593 2.379
H 0.935 -3.592 2.353
O 0.713 -2.656 2.309
H -2.201 -1.687 1.778
H -1.928 -1.401 0.338
O -1.541 -1.244 1.224
*
```

Mulliken population analysis, charges in e, atoms 1 to 2: atom 1 (C): -1.430, atom 2 (C): 0.184

***

Molecular formula: C23H24N4O3S
Method: DFT, ωB97M-V/def2-TZVPD

Output
SMILES string: Cc1cccc(N(CC(=O)NCc2ccccc2)C(=O)CCC(=O)Nc2nccs2)c1
HOMO level, eV: -8.736
ΔE to the lowest compared entry with this formula, charge and spin, kcal per mole: 1.4
Energy, Eh: -1733.86059
Frontier orbital gap, hartree: 0.3378
Max |F|, eV/A: 1.19

```
! wB97M-V def2-TZVPD RIJCOSX def2/J DEFGRID3
* xyz 0 1
C -0.966 3.962 3.787
C -0.733 2.483 3.742
C 0.027 1.919 2.729
C 0.244 0.546 2.694
C -0.268 -0.274 3.689
C -1.019 0.292 4.706
C -1.256 1.653 4.729
H -1.846 2.084 5.525
H -1.423 -0.339 5.484
H -0.071 -1.334 3.671
N 1.051 -0.003 1.662
C 0.777 0.099 0.344
O 1.583 -0.256 -0.506
C -0.619 0.557 -0.041
C -0.604 1.046 -1.484
C 0.157 2.343 -1.573
O 0.521 2.982 -0.612
N 0.438 2.822 -2.832
C 0.169 2.368 -4.091
N 0.594 3.011 -5.127
C 0.216 2.418 -6.283
C -0.525 1.292 -6.148
S -0.772 0.933 -4.478
H -0.935 0.656 -6.905
H 0.517 2.865 -7.212
H 0.979 3.682 -2.835
H -0.104 0.294 -2.100
H -1.619 1.190 -1.860
H -0.985 1.335 0.623
H -1.269 -0.317 0.049
C 2.242 -0.740 2.074
H 2.439 -0.526 3.124
C 1.948 -2.237 1.887
O 1.496 -2.929 2.777
N 2.204 -2.669 0.638
H 2.397 -1.953 -0.057
C 1.584 -3.875 0.111
C 0.336 -3.463 -0.627
C -0.869 -3.341 0.053
C -1.989 -2.845 -0.591
C -1.913 -2.457 -1.918
C -0.714 -2.573 -2.601
C 0.404 -3.072 -1.958
H 1.341 -3.153 -2.490
H -0.651 -2.266 -3.635
H -2.784 -2.061 -2.419
H -2.923 -2.756 -0.054
H -0.923 -3.629 1.093
H 1.351 -4.521 0.960
H 2.293 -4.375 -0.553
H 3.089 -0.429 1.457
H 0.458 2.543 1.959
H -0.671 4.428 2.851
H -0.384 4.409 4.594
H -2.016 4.179 3.976
*
```

Mulliken population analysis, charges in e, atoms 1 to 2: atom 1 (C): -1.582, atom 2 (C): 0.797

***

Molecular formula: C6H12N2S2
Method: DFT, ωB97M-V/def2-TZVPD

Output
HOMO level (spin up / spin down), eV: -15.203 / -16.587
ΔE to the lowest compared entry with this formula, charge and spin, kcal per mole: 89.7
Energy, Eh: -1140.86765
Frontier orbital gap (spin up / spin down), hartree: 0.2501 / 0.3225
Max |F|, eV/A: 5.05

```
! wB97M-V def2-TZVPD RIJCOSX def2/J DEFGRID3
* xyz 2 1
C -0.779 1.864 -0.879
C 0.670 1.817 -0.352
C -1.754 1.306 -0.248
C -0.523 -1.024 0.938
C 0.591 -0.958 -0.049
C 1.283 0.483 -0.100
N -1.666 -1.863 0.638
N 2.647 0.119 -0.640
S -3.244 0.713 -0.027
S 1.280 1.524 1.339
H -0.751 2.562 -1.706
H 1.385 2.443 -0.920
H 1.358 -1.594 0.287
H 0.210 -1.218 -0.989
H -2.626 -1.476 1.132
H -1.647 -2.865 0.967
H -1.978 -1.896 -0.318
H 2.693 -0.017 -1.607
H 2.948 -0.680 -0.209
H 3.220 0.971 -0.598
H -3.232 0.727 1.349
H -0.087 -0.937 1.992
*
```

Mulliken population analysis, charges in e, atoms 1 to 2: atom 1 (C): -0.415, atom 2 (C): -0.534

***

Molecular formula: C4H15N2O3S
Method: DFT, ωB97M-V/def2-TZVPD

Output
HOMO level, eV: -2.415
Energy, Eh: -894.72784
Frontier orbital gap, hartree: 0.2073
Max |F|, eV/A: 6.13

```
! wB97M-V def2-TZVPD RIJCOSX def2/J DEFGRID3
* xyz -1 1
C 0.657 0.442 -0.185
N 1.520 -0.139 0.894
C 0.996 -0.137 2.261
O 0.293 1.043 2.580
C -0.694 -0.271 -0.185
C -1.878 0.459 0.240
S -2.389 2.069 -0.347
N -0.815 -0.778 -1.572
H 1.414 0.232 -1.122
H 0.578 1.503 -0.135
H 2.502 0.057 0.737
H 1.683 -0.270 3.145
H 0.224 -0.898 2.409
H -0.854 -1.227 0.329
H -0.507 1.237 1.954
H -2.418 -0.129 1.055
H -1.747 2.943 0.370
H -1.835 -0.487 -1.776
H -0.223 -0.404 -2.179
H 0.230 -2.570 -1.124
H 0.680 -2.770 0.207
O 0.616 -3.275 -0.650
H 3.309 -0.019 -2.154
H 2.433 -1.321 -2.492
O 3.257 -0.958 -2.144
*
```

Mulliken population analysis, charges in e, atoms 1 to 2: atom 1 (C): -0.268, atom 2 (N): -0.125

***

Molecular formula: C3H12NS
Method: DFT, ωB97M-V/def2-TZVPD

Output
HOMO level, eV: -12.578
ΔE to the lowest compared entry with this formula, charge and spin, kcal per mole: 13.9
Energy, Eh: -574.17080
Frontier orbital gap, hartree: 0.3331
Max |F|, eV/A: 1.49

```
! wB97M-V def2-TZVPD RIJCOSX def2/J DEFGRID3
* xyz 1 1
C -2.340 0.418 -0.502
N -1.303 0.855 -1.479
H -2.011 0.708 0.487
H -2.409 -0.666 -0.539
H -3.280 0.811 -0.847
H -1.179 1.872 -1.452
H -0.330 0.578 -1.222
H -1.527 0.599 -2.439
C 0.991 -1.708 1.570
S 0.718 -0.559 0.192
C 2.153 0.561 0.227
H 0.808 -2.690 1.147
H 2.016 -1.643 1.921
H 0.344 -1.495 2.415
H 1.785 1.549 -0.035
H 2.833 0.294 -0.583
H 2.733 0.515 1.139
*
```

Mulliken population analysis, charges in e, atoms 1 to 2: atom 1 (C): -0.800, atom 2 (N): -0.215

***

Molecular formula: C5H8FN4
Method: DFT, ωB97M-V/def2-TZVPD

Output
SMILES string: Cn1cc(F)c(=[NH2+])nc1N
HOMO level, eV: -13.280
ΔE to the lowest compared entry with this formula, charge and spin, kcal per mole: 0.0
Energy, Eh: -513.98257
Frontier orbital gap, hartree: 0.3341
Max |F|, eV/A: 3.88

```
! wB97M-V def2-TZVPD RIJCOSX def2/J DEFGRID3
* xyz 1 1
C -0.355 0.726 -1.297
C -0.444 1.712 -0.266
C -0.223 1.423 1.081
C 0.558 -0.685 0.508
C -0.008 -1.613 -1.724
N 0.325 0.231 1.411
N 0.108 -0.479 -0.835
N 1.180 -1.840 0.746
N -0.552 2.166 2.178
F -1.109 2.877 -0.581
H -0.575 0.855 -2.421
H -0.629 -1.346 -2.534
H 1.084 -1.995 -1.935
H -0.535 -2.386 -1.159
H 1.377 -2.112 1.706
H 1.135 -2.504 -0.055
H -0.883 3.102 2.029
H -0.456 1.867 3.149
*
```

Mulliken population analysis, charges in e, atoms 1 to 2: atom 1 (C): 0.014, atom 2 (C): 0.169

***

Molecular formula: C31H49ClFPPd
Method: DFT, ωB97M-V/def2-TZVPD

Output
Expectation value of S²: 6.02
HOMO level (spin up / spin down), eV: -2.530 / -7.844
ΔE to the lowest compared entry with this formula, charge and spin, kcal per mole: 45.7
Energy, Eh: -2239.61646
Frontier orbital gap (spin up / spin down), hartree: 0.1025 / 0.1944
Max |F|, eV/A: 2.05

```
! wB97M-V def2-TZVPD RIJCOSX def2/J DEFGRID3
* xyz 0 5
Pd 0.227 -0.405 0.574
Cl 1.584 -0.893 2.374
P -0.058 0.828 -2.408
C -0.934 0.389 -0.910
H -1.779 -0.262 -1.189
H -1.333 1.278 -0.404
C 1.778 0.933 -2.461
C -0.796 2.524 -2.593
C 2.320 1.016 -3.902
H 2.008 1.881 -1.941
C 3.820 1.329 -3.916
H 2.155 0.050 -4.400
H 1.788 1.773 -4.495
C 4.624 0.318 -3.094
H 4.173 1.326 -4.956
H 3.971 2.343 -3.519
C 4.038 0.087 -1.695
H 4.668 -0.639 -3.632
H 5.662 0.655 -2.997
C 2.524 -0.185 -1.719
H 4.549 -0.757 -1.207
H 4.228 0.981 -1.082
H 2.334 -1.147 -2.221
H 2.151 -0.300 -0.680
C -0.644 -0.361 -3.706
C -2.311 2.420 -2.847
H -0.655 2.957 -1.584
C -2.980 3.799 -2.745
H -2.499 1.979 -3.841
H -2.767 1.732 -2.120
C -2.305 4.849 -3.634
H -4.044 3.713 -2.999
H -2.939 4.131 -1.698
C -0.776 4.872 -3.499
H -2.568 4.643 -4.681
H -2.713 5.839 -3.396
C -0.127 3.483 -3.586
H -0.346 5.532 -4.261
H -0.523 5.298 -2.521
H -0.228 3.084 -4.610
H 0.947 3.578 -3.367
C 0.081 -1.720 -3.704
H -1.682 -0.567 -3.393
C -0.629 -2.721 -4.629
H 1.124 -1.601 -4.030
H 0.111 -2.137 -2.688
C -0.855 -2.170 -6.044
H -0.051 -3.654 -4.680
H -1.605 -2.967 -4.183
C -1.490 -0.775 -6.026
H 0.105 -2.126 -6.574
H -1.499 -2.854 -6.608
C -0.701 0.198 -5.140
H -1.560 -0.372 -7.043
H -2.514 -0.848 -5.632
H 0.318 0.325 -5.535
H -1.176 1.188 -5.166
C 0.222 -2.573 -0.001
C -1.123 -2.390 -0.327
H 0.989 -2.424 -0.768
C -2.213 -2.571 0.668
H -1.418 -2.269 -1.372
C -1.631 -2.841 2.074
H -2.857 -1.681 0.710
H -2.868 -3.399 0.358
C -0.531 -3.905 2.059
H -1.162 -1.922 2.462
H -2.436 -3.128 2.765
C 0.615 -3.559 1.084
H -0.125 -4.042 3.070
H -0.967 -4.869 1.756
H 1.443 -3.129 1.672
H 0.986 -4.481 0.605
F 1.674 5.454 2.200
C 1.354 4.178 1.802
C 2.299 3.459 1.081
C 1.993 2.125 0.750
C 0.760 1.600 1.086
C -0.165 2.331 1.802
C 0.107 3.668 2.143
H 3.259 3.891 0.804
H 2.741 1.491 0.282
H -1.092 1.848 2.111
H -0.622 4.265 2.683
*
```

Mulliken population analysis, charges in e, atoms 1 to 2: atom 1 (Pd): -0.884, atom 2 (Cl): -0.409

***

Molecular formula: C5H7Br
Method: DFT, ωB97M-V/def2-TZVPD

Output
SMILES string: C[C@]1(Br)C=CC1
HOMO level, eV: -9.318
ΔE to the lowest compared entry with this formula, charge and spin, kcal per mole: 51.7
Energy, Eh: -2768.60487
Frontier orbital gap, hartree: 0.3748
Max |F|, eV/A: 8.86

```
! wB97M-V def2-TZVPD RIJCOSX def2/J DEFGRID3
* xyz 0 1
C -1.540 -1.014 0.209
C -0.714 -0.538 1.149
C -0.831 -0.258 -0.910
C 0.008 0.366 0.238
C 1.862 0.485 -0.090
Br -0.414 2.178 0.936
H -2.514 -1.517 0.056
H -0.563 -0.646 2.175
H -0.301 -0.975 -1.516
H -1.306 0.493 -1.596
H 2.334 0.963 0.613
H 1.687 1.064 -1.018
H 2.291 -0.601 -0.246
*
```

Mulliken population analysis, charges in e, atoms 1 to 2: atom 1 (C): -0.274, atom 2 (C): -0.731

***

Molecular formula: C6H13N3O
Method: DFT, ωB97M-V/def2-TZVPD

Output
HOMO level, eV: -17.360
ΔE to the lowest compared entry with this formula, charge and spin, kcal per mole: 59.5
Energy, Eh: -475.21347
Frontier orbital gap, hartree: 0.3067
Max |F|, eV/A: 7.00

```
! wB97M-V def2-TZVPD RIJCOSX def2/J DEFGRID3
* xyz 2 1
C -0.628 0.104 -1.241
C 0.791 0.604 0.990
C 0.857 -0.312 -1.171
C -1.218 0.600 -0.075
C -0.985 2.045 1.960
C 2.650 -1.470 -2.222
N -0.443 1.159 0.928
N 1.408 -0.095 0.008
N -2.188 -0.942 0.780
O 1.390 -0.932 -2.166
H -1.239 -0.020 -2.216
H 1.316 0.763 1.923
H -2.179 0.992 -0.191
H -1.713 1.597 2.547
H -0.252 2.244 2.653
H -1.396 2.859 1.446
H 3.475 -0.703 -2.564
H 2.574 -2.216 -2.990
H 2.794 -2.001 -1.220
H 2.288 -0.412 0.150
H -1.750 -1.753 1.338
H -2.527 -1.381 -0.015
H -3.026 -0.731 1.351
*
```

Mulliken population analysis, charges in e, atoms 1 to 2: atom 1 (C): -0.587, atom 2 (C): -0.075